1.
26
Properties=species:S:1:pos:R:3:forces:R:3 method="wB97M-V/def2-TZVPD" multiplicity=1 homo_energy_ha=-0.3677 e_tot_ha=-13291.8088 smiles=ClC(Cl)Cl.ClC(Cl)Cl.BrCCBr.BrCCBr relative_energy_kcal_mol=7.85
Br -3.807991 0.453094 3.184271 -0.0454 0.1226 -0.1107
C -3.282819 0.794002 1.351519 0.4771 -0.3777 -0.2018
C -1.788448 0.673693 1.099716 -0.1391 -1.0900 0.6718
Br -1.036989 -1.049784 1.769559 -0.3287 0.3045 -0.1712
H -3.634068 1.790568 1.107016 0.0779 0.1363 -0.0169
H -3.775576 0.076868 0.699512 -0.2665 -0.0416 0.2656
H -1.171466 1.386254 1.627913 -0.0458 0.3852 -0.3198
H -1.626010 0.567332 0.034406 0.2600 0.5718 -0.0802
Br -0.208448 -5.145467 -0.960028 0.2596 0.4388 0.0954
C 1.122439 -3.909585 -0.201304 -0.5954 0.5458 0.1214
C 2.186249 -4.720568 0.475992 0.7373 0.0133 -0.1909
Br 3.755724 -3.571315 0.742540 -0.1336 -0.0340 0.1655
H 0.592224 -3.212940 0.449786 -0.0923 -0.5006 0.3739
H 1.496592 -3.215765 -0.952566 0.1886 -0.7111 -0.4840
H 2.557289 -5.526659 -0.149105 -0.1168 0.0534 -0.1319
H 1.929447 -5.143961 1.440764 -0.2403 0.2178 0.0391
C 2.040416 0.824070 -1.785121 0.2509 -0.7102 0.4323
Cl 2.910603 1.425799 -0.342956 -0.3144 -0.2165 -0.5153
Cl 0.811506 -0.391211 -1.320459 0.1429 0.5583 0.0007
Cl 3.140449 0.043956 -2.933686 -0.0364 0.4054 0.1320
H 1.550000 1.667858 -2.248527 -0.0279 -0.0249 -0.1055
C -0.754293 5.267251 -0.742647 0.0483 0.2945 0.5346
Cl -2.443986 5.130780 -0.239710 0.0956 0.0261 -0.0773
Cl 0.030283 3.689034 -0.689474 -0.0475 -0.0092 -0.2478
Cl 0.135308 6.382978 0.310127 -0.1326 0.0007 -0.0221
H -0.728435 5.713720 -1.727534 0.0245 -0.3587 -0.1568

2.
25
Properties=species:S:1:pos:R:3:forces:R:3 method="wB97M-V/def2-TZVPD" multiplicity=1 homo_energy_ha=-0.3719 e_tot_ha=-16227.2834
C -2.184141 -0.771090 1.620064 -0.3081 -0.9015 -0.5484
Br -4.060878 -0.962637 2.203721 0.8392 -0.4011 -0.5862
Br -1.142641 -2.438277 1.265564 -0.7801 0.6970 0.7324
Br -1.395627 0.432999 2.857148 0.4502 0.1208 0.1162
H -2.147312 -0.395266 0.597566 -0.4127 0.5351 0.5927
C -5.130891 -0.423167 -2.740311 0.1524 0.4833 0.6902
Br -3.533384 -0.700969 -1.642791 -0.4769 0.1780 -0.0566
Br -6.800961 -0.512967 -1.723809 0.5636 -0.3037 -0.2937
Br -4.974052 -1.629278 -4.202648 -0.4714 0.0456 -0.2313
H -5.116941 0.620108 -3.055703 0.2356 -0.4413 -0.2399
C 1.914302 1.541147 0.724878 -1.2718 0.4181 -0.2112
C 3.359984 1.254386 0.984501 1.1913 -2.4765 -1.9509
C 3.733660 -0.147051 0.166055 -0.4231 0.2426 0.4945
S 2.106547 -0.699745 -0.681414 -2.0764 0.5597 0.9797
O 1.568568 -2.068633 -0.573931 2.0472 1.2269 -0.2566
O 1.943692 -0.006038 -1.961299 0.8691 -0.6490 1.0620
C 1.113755 0.248429 0.522556 1.2734 0.9722 -0.4927
H 1.807011 2.167217 -0.160915 -0.0386 0.0541 0.0492
H 1.512972 2.079218 1.583665 -0.2047 0.1692 -0.1379
H 3.566499 1.186624 2.052610 0.3074 -0.2023 -0.2400
H 3.987779 1.973367 0.458174 0.0289 0.2509 0.6496
H 4.101721 -0.979988 0.765090 -0.5246 0.0287 0.4215
H 4.555801 -0.008885 -0.536153 -0.5029 0.2784 -0.4452
H 1.018310 -0.204107 1.509579 -0.2431 -0.6530 -0.5193
H 0.196224 0.444603 -0.032197 -0.2239 -0.2321 0.4222

3.
18
Properties=species:S:1:pos:R:3:forces:R:3 method="wB97M-V/def2-TZVPD" multiplicity=1 homo_energy_ha="-0.2183 / -0.2592" e_tot_ha=-2863.1350 relative_energy_kcal_mol=110.98
C -2.967852 -0.202744 0.737291 -2.1962 1.0067 0.2842
C -1.807822 -0.530243 0.284884 3.2394 -1.3084 -0.3698
C 0.102004 -0.007425 -0.964365 1.6349 0.3435 -1.8335
C 2.913097 -1.131191 0.104847 -0.9571 -1.0409 -1.1924
C 4.156974 -1.549689 0.095154 -0.3375 1.2816 1.1435
C -1.328431 1.834579 -0.086480 0.0742 -1.8844 -0.3495
N -1.073406 0.387695 -0.494134 -0.6638 1.4194 1.3823
Br 2.189410 0.515896 0.615996 -0.1865 0.5743 0.1917
H -3.685217 -0.824880 1.160217 -0.4740 -1.4720 1.1287
H -3.413119 0.766527 0.570324 0.1535 -0.0519 -0.2614
H -1.151107 -1.426461 0.502155 -1.5923 0.6338 -0.3237
H 0.623304 0.422928 -1.859304 -0.7224 0.7244 1.2314
H 5.004108 -1.134009 0.591158 0.6606 0.5854 0.1808
H 4.276644 -2.501479 -0.305273 0.3578 -1.6396 -0.7388
H 0.366993 -1.052177 -1.020344 -0.2602 -0.4573 0.8492
H -0.896407 1.983547 0.897436 0.6106 0.1395 -0.0990
H -0.933990 2.388785 -0.884441 0.7183 1.2789 -0.6266
H -2.375191 2.060336 0.054880 -0.0593 -0.1327 -0.5970

4.
23
Properties=species:S:1:pos:R:3:forces:R:3 method="wB97M-V/def2-TZVPD" multiplicity=1 homo_energy_ha=-0.3247 e_tot_ha=-3412.6828 relative_energy_kcal_mol=76.58
C -0.711472 1.590126 0.139312 0.4376 -0.0812 -0.0074
C -2.847248 0.799863 0.080515 0.9312 1.3501 -0.0192
C -2.565906 -0.474277 -0.000881 1.6330 -0.1872 0.0032
C 2.098550 -0.512302 1.756743 -0.2152 0.0457 -0.6553
C 2.528365 0.646577 -1.138433 -0.4018 -0.3879 0.4584
C 1.021242 -2.061264 -0.756972 0.1827 0.6328 0.3454
N -1.993926 1.844342 0.143552 -1.0449 0.2158 0.1216
N -0.160772 0.428846 0.118577 -2.0167 -1.2158 -0.0641
N -4.277595 1.277495 0.004143 0.6208 -0.0144 -0.1317
O -4.431984 2.419886 -0.299083 -0.3308 0.3201 -0.0824
O -5.125218 0.459734 0.244885 -0.6972 -0.7224 0.1824
Si 1.368844 -0.352837 0.003466 0.6984 -0.2745 -0.1216
Br -2.715549 -2.239140 0.058059 -0.0321 0.3547 0.0418
H -0.097661 2.493037 0.153422 0.1244 0.0493 -0.0386
H 2.772805 -1.361371 1.823863 0.1510 -0.1436 -0.0253
H 2.658865 0.376791 2.035995 0.0519 0.1494 -0.0131
H 1.315664 -0.652443 2.496770 -0.1747 -0.0474 0.0404
H 2.363713 1.715249 -1.024067 -0.0201 0.1451 0.0709
H 3.572667 0.447073 -0.912735 0.1564 -0.0624 0.0510
H 2.360205 0.398067 -2.182470 -0.0823 -0.0547 -0.1502
H 1.950951 -2.551970 -1.027057 0.2217 -0.0920 -0.0337
H 0.498727 -2.710933 -0.062386 -0.0953 -0.0980 0.1887
H 0.416724 -1.980542 -1.655223 -0.0980 0.1186 -0.1611

5.
18
Properties=species:S:1:pos:R:3:forces:R:3 method="wB97M-V/def2-TZVPD" multiplicity=1 homo_energy_ha=-0.3360 e_tot_ha=-749.5044 smiles="C[C@@H]1C[C@H](/C=C/Cl)N1" relative_energy_kcal_mol=32.68
C 1.800389 -0.704198 0.775614 -0.1973 0.1936 -0.3040
C 0.487514 -0.222753 1.396324 -0.0579 0.4358 -0.8647
C -0.796537 -0.701629 0.692243 -0.5645 -0.4508 -0.1805
C -1.007440 0.788399 0.265820 -0.6528 -1.6325 -1.9113
C -0.766047 0.963206 -1.229189 -0.3394 -0.1286 0.1383
C -0.983476 0.019631 -2.134149 0.4200 1.1306 -0.3299
H 1.752232 -0.652999 -0.310248 -0.0010 0.3899 -0.1946
H 2.047381 -1.751718 0.950717 -0.2788 -0.0555 0.5131
H 2.639575 -0.103470 1.129880 -0.0021 0.0230 -0.0301
H 0.484291 -0.453383 2.437108 0.0858 0.2625 0.9469
H -0.593379 -1.487661 -0.079579 -0.3394 0.8886 0.4652
H -1.650003 -1.041642 1.309703 0.7691 -0.0084 0.0218
H -1.989268 1.146000 0.588549 0.1267 0.3634 -0.1848
H 0.794589 1.709352 0.530063 0.3066 0.1383 -0.0145
H -0.342793 1.891427 -1.607166 -0.0539 0.0972 0.2827
H -1.409057 -0.940038 -1.981141 -0.2167 -0.5940 0.1986
N 0.095176 1.227114 1.070670 1.1295 -0.9051 1.3840
Cl -0.563147 0.314362 -3.805221 -0.1337 -0.1481 0.0638

6.
23
Properties=species:S:1:pos:R:3:forces:R:3 method="wB97M-V/def2-TZVPD" multiplicity=1 homo_energy_ha=-0.3025 e_tot_ha=-814.5008 relative_energy_kcal_mol=77.76
C 1.696034 -0.993772 1.288940 -2.8963 -0.0464 1.3425
C 1.530064 -0.344089 -0.016399 -2.8626 0.4418 0.2353
C -2.402730 -0.855091 -0.276593 -1.4376 3.7528 0.1210
C -1.427726 1.842337 0.670893 0.3911 0.6471 -1.4869
C -0.110623 -0.768322 -1.064051 4.1401 2.5768 0.1582
C 2.243026 0.985052 -0.097469 1.3978 0.7966 -2.0664
N -1.197103 -0.117140 -0.508028 -0.0366 -2.1710 0.8628
O 2.298046 -1.472312 0.198214 2.4472 -1.6070 -2.9181
O -0.098875 -2.112319 -1.048089 -2.1822 0.0512 2.0836
O -1.378576 1.239294 -0.653091 0.0486 -0.4636 0.0861
F 3.599167 0.884141 -0.167714 -0.2412 -0.5024 0.9233
F 1.958146 1.568395 -1.277546 -0.8050 0.2111 -0.6559
F 1.976755 1.951180 0.810659 -0.2788 -0.9274 0.4151
H 2.331087 -0.534964 1.971848 1.0619 0.7746 1.4616
H 0.898170 -1.609423 1.713665 0.0187 0.1807 -0.0931
H -2.245560 -1.859647 -0.172764 0.3637 -2.5464 -0.5049
H -2.811944 -0.550668 0.680679 -0.1218 0.0982 0.4579
H -3.150879 -0.466541 -0.995951 0.0896 -1.0262 -0.0785
H -1.735695 2.860075 0.359900 0.5485 -0.2395 0.7820
H -0.396859 1.749850 1.062930 -0.8698 0.3893 0.3434
H -2.225350 1.437231 1.304263 0.3776 -0.2172 -0.1270
H 0.253875 -0.393369 -2.024470 -0.2930 0.3974 0.0555
H 0.397546 -2.439895 -1.759834 1.1400 -0.5704 -1.3975

7.
19
Properties=species:S:1:pos:R:3:forces:R:3 method="wB97M-V/def2-TZVPD" charge=+1 multiplicity=1 homo_energy_ha=-0.5356 e_tot_ha=-443.6391 relative_energy_kcal_mol=81.29
C -2.482221 0.998031 -1.186038 -0.1905 0.3592 -0.4330
C 1.228780 1.003490 0.711476 -0.0617 0.2372 0.4539
C -1.826823 0.158607 -0.467047 0.1951 1.3277 3.5145
C 0.040048 -1.134922 0.200087 0.8067 0.3508 0.1301
C 2.084663 1.806975 -0.163259 0.2710 0.1762 -0.4800
C 0.552746 -2.502395 0.454702 0.1119 -0.3138 0.2211
N 0.746512 -0.102884 0.392892 -0.4294 -0.5765 -0.3116
N -1.224435 -1.015264 -0.296682 -0.7333 -0.1375 -0.2888
F -1.725879 0.930287 1.385168 0.0576 -1.3057 -3.1408
H -2.911042 1.885419 -0.747524 -0.0143 -0.0223 0.2654
H -2.621236 0.865705 -2.251478 0.1531 -0.2398 -0.0790
H 1.010114 1.379666 1.711022 -0.1573 -0.0991 0.0626
H 1.608865 2.776370 -0.318974 -0.0732 0.0622 0.0369
H 3.028353 2.016480 0.340301 0.0476 -0.0206 0.0704
H 2.269440 1.330893 -1.123424 -0.0056 0.0030 0.0423
H 0.284189 -2.802339 1.470211 -0.0625 0.0274 0.0104
H 0.116951 -3.216210 -0.240535 -0.0088 -0.0048 -0.0458
H 1.636251 -2.535784 0.376425 -0.0320 0.0706 -0.0287
H -1.815267 -1.842125 -0.247320 0.1255 0.1057 0.0001

8.
21
Properties=species:S:1:pos:R:3:forces:R:3 method="wB97M-V/def2-TZVPD" charge=+2 multiplicity=1 homo_energy_ha=-0.6288 e_tot_ha=-573.1713 relative_energy_kcal_mol=58.79
C 1.686119 -0.382601 -0.016600 2.8820 -0.3539 -0.5166
C 4.015664 -0.904047 -0.210722 -1.8754 -0.9394 0.9732
C 0.372324 -0.953952 -0.022859 -3.9526 -1.6179 -1.4921
C -0.665163 0.181069 -0.013327 0.1960 -0.1546 -1.8327
C -2.105916 -0.082806 -0.193802 0.7271 1.4618 -0.9304
C -3.164499 0.913371 -0.440389 -0.1289 -2.0808 -0.9390
N 3.157488 1.357095 -0.182799 0.8450 -1.2001 2.0576
N 1.976938 0.840811 -0.190839 -1.3591 -0.3954 -0.4148
N 2.759767 -1.386142 -0.039146 1.5530 5.5436 -0.4892
O 4.320762 0.342509 -0.146660 -0.2927 -0.8002 -0.9772
F -2.406313 -1.287944 -0.339216 -0.5669 -1.2978 0.1424
H 4.802584 -1.645942 -0.325189 0.3680 0.3613 -0.0120
H 0.083549 -1.545628 -0.926674 1.1788 0.6113 -0.3543
H 0.150975 -1.832770 0.619666 0.4857 1.1092 0.9347
H -0.485807 0.693092 0.863249 -0.1922 1.7538 2.2083
H -0.381339 0.955211 -0.807694 -0.5325 -0.8752 0.8080
H -3.780073 0.419519 -1.411505 1.5930 1.9904 2.2508
H -2.748415 1.929661 -0.340275 -0.5446 -0.3576 -0.8860
H -3.866145 0.774832 0.385804 -0.4365 -0.0549 0.1561
H 3.465098 2.102869 -0.776177 -0.0631 0.1838 -0.8804
H 2.476712 -2.283278 0.149814 0.1159 -2.8876 0.1937

9.
17
Properties=species:S:1:pos:R:3:forces:R:3 method="wB97M-V/def2-TZVPD" charge=+1 multiplicity=1 homo_energy_ha="-0.4890 / -0.4615" e_tot_ha=-288.9070 relative_energy_kcal_mol=110.45
C 1.436079 1.801807 -0.835113 0.3543 -0.3944 0.5489
C 2.007079 0.531646 -0.938727 1.1183 0.6577 -2.1678
C 0.347952 -1.123357 -0.349183 -0.7207 -0.4526 -0.7665
C 0.717100 1.405642 0.314348 -0.3413 -0.8655 1.4605
C -0.934028 -0.330191 -0.495719 1.4568 0.4980 -1.0513
C -1.735492 -0.162430 0.705050 -0.8852 -1.6255 0.3724
N 1.308853 -0.047549 0.173976 1.3911 -0.3417 1.3975
H 1.442245 2.805059 -1.311082 0.3367 -1.1860 0.1544
H 2.568437 -0.133215 -1.668115 -0.6707 1.3332 0.9836
H 0.323706 -2.037564 0.311304 -0.1967 1.3339 -0.2491
H 0.689533 -1.516976 -1.344641 0.1504 0.6741 0.9897
H 0.524065 1.785731 1.389812 0.0412 -0.4064 -2.2311
H -1.236151 0.127335 -1.486952 0.4848 -0.8984 1.3370
H -1.881000 -1.183617 1.136530 0.2607 0.6543 0.1578
H -2.724746 0.034538 0.302707 -0.3132 1.1073 0.9534
H -1.240500 0.484511 1.465101 -1.2121 -0.3231 -0.4150
H 1.961945 -0.328459 0.982468 -1.2543 0.2352 -1.4744

10.
18
Properties=species:S:1:pos:R:3:forces:R:3 method="wB97M-V/def2-TZVPD" multiplicity=1 homo_energy_ha=-0.3769 e_tot_ha=-344.0461 smiles="[H]/N=C(/C#N)C(=C)C.C" relative_energy_kcal_mol=56.84
C 0.883702 -2.101048 -0.130173 0.1102 -0.5156 0.1303
C 0.844555 1.451341 -0.542125 -0.1661 -1.7381 -1.6776
C 1.396063 0.307960 -0.113124 -0.9998 0.7674 0.3545
C 2.056317 0.168207 1.223307 2.1102 -0.3544 -0.4427
C -2.520421 -0.646430 0.149364 2.2133 -0.7154 1.4352
C 1.242737 -0.981709 -0.888222 0.9494 2.0215 -0.8372
N 0.526512 -3.007426 0.449904 -0.5126 -1.4392 1.0950
N 1.520830 -1.188872 -2.110548 -0.9574 -0.4533 0.2135
H 0.204779 1.312217 -1.437360 0.4728 0.6917 0.4485
H 1.043213 2.439071 -0.179327 -0.1389 0.1630 0.4981
H 2.898124 -0.630593 1.089253 -1.0866 1.7461 0.7848
H 2.364618 1.168198 1.634545 0.2787 -1.0331 -0.6707
H 1.382591 -0.189599 1.975093 -0.5922 -0.6128 0.2462
H -1.543839 -1.322905 0.311316 -2.6751 0.8808 -0.7577
H -2.116634 0.241729 -0.378544 -0.7450 -0.3040 0.4609
H -2.846406 -0.452484 1.195967 0.3900 0.5067 -0.6802
H 1.629287 -0.326357 -2.613288 0.6195 0.7161 -0.1551
H -3.419315 -1.069688 -0.306457 0.7295 -0.3274 -0.4456